[1]
# C29H23BrN3O5SV

C29H23BrN3O5SV as an isolated structure (ωB97M-V/def2-TZVPD, the OMol25 dataset).

The geometry in XYZ format:
```
63
Properties=species:S:1:pos:R:3:forces:R:3
V -0.05919 -0.33108 1.29561 1.2 -0.3 3.2
O -6.80508 1.35076 1.67028 0.0 0.0 0.0
N -6.05536 2.26720 1.25967 0.0 -0.1 0.0
O -6.51803 3.35069 0.84985 -0.1 0.1 0.0
C -4.67244 2.08624 1.24069 0.0 0.0 0.0
C -3.90135 3.12896 0.71433 0.0 0.0 0.0
C -2.50939 3.04131 0.63893 0.1 0.1 0.1
C -1.65851 4.06327 0.13669 -0.1 0.0 0.0
C -0.30538 3.86538 0.10853 0.0 0.0 0.0
C 0.24048 2.65317 0.56212 0.1 0.1 0.0
N -0.52555 1.68424 1.03473 -0.7 0.1 -0.3
C -1.85733 1.87087 1.08084 0.0 -0.1 -0.1
C -2.63379 0.78057 1.60640 -0.2 -0.1 0.0
N -1.92515 -0.32333 1.95180 -1.3 -0.1 -0.1
C -2.55541 -1.36005 2.50730 0.1 0.1 0.0
C -3.91339 -1.32330 2.74279 -0.1 0.0 0.0
C -4.66264 -0.22703 2.34683 0.0 -0.1 0.0
C -4.03803 0.87253 1.73447 0.0 0.1 0.0
H -4.41365 4.01360 0.36929 0.0 0.0 0.0
H -2.09591 4.99046 -0.21315 0.0 0.0 0.0
H 0.36153 4.62742 -0.27285 0.0 0.0 0.0
H 1.30687 2.47012 0.55177 0.0 0.0 0.0
H -1.93602 -2.21510 2.73930 0.0 0.0 0.0
H -4.39381 -2.17084 3.21156 0.0 0.0 0.0
H -5.72758 -0.20775 2.49461 0.0 0.0 0.0
C 4.85741 3.24843 -3.60927 0.0 0.0 0.0
C 3.70098 2.42147 -3.11804 0.0 -0.1 0.1
C 3.86802 1.46581 -2.12656 0.1 0.1 -0.1
C 2.80910 0.71933 -1.62314 0.0 -0.1 0.2
C 3.07060 -0.31520 -0.56531 0.1 0.1 -0.2
C 1.51682 0.94682 -2.13276 0.2 0.2 -0.2
C 0.34078 0.30288 -1.59417 -0.2 -0.3 0.2
O 0.26705 -0.23583 -0.46335 0.8 0.5 -2.0
C 1.33433 1.88809 -3.17476 0.0 0.0 0.0
C -0.02752 2.17687 -3.75657 0.0 0.0 0.1
C 2.42209 2.60571 -3.63816 0.0 0.0 0.0
H 5.80824 2.82210 -3.29068 0.0 0.0 0.0
H 4.80044 4.26601 -3.21553 0.0 0.0 0.0
H 4.86012 3.31992 -4.69802 0.0 0.0 0.0
H 4.86170 1.28075 -1.73189 0.0 0.0 0.0
H 4.13629 -0.53770 -0.51085 0.0 0.0 0.0
H 2.53201 -1.24278 -0.75548 0.1 0.1 0.0
H 2.74642 0.00736 0.42758 0.0 0.0 -0.1
H -0.57536 0.31020 -2.17631 -0.1 0.1 -0.1
H -0.70751 2.56760 -2.99582 0.0 0.0 0.0
H -0.48925 1.28415 -4.18245 0.0 0.0 0.0
H 0.05414 2.92029 -4.54840 0.0 0.0 0.0
H 2.26868 3.33742 -4.42515 0.0 0.0 0.0
S 1.03009 0.03800 3.03290 0.1 0.0 -0.7
Br 1.14461 -9.02486 2.17981 0.0 0.0 0.0
C 1.14966 -7.14489 1.87288 0.0 0.0 0.0
C 0.25007 -6.60748 0.96836 0.0 0.0 0.0
C 0.23499 -5.23277 0.77820 0.0 0.0 0.0
C 1.12420 -4.41350 1.46182 -0.1 0.0 0.1
C 2.03122 -4.97950 2.34757 0.1 -0.1 -0.1
C 2.04354 -6.34939 2.56838 0.0 0.0 0.0
C 1.11269 -2.91554 1.27430 -0.3 -0.2 -0.2
O 2.17820 -2.33150 1.14451 0.0 -0.2 0.2
O -0.06745 -2.39013 1.26446 0.1 0.1 0.0
H -0.42939 -7.25264 0.42870 0.0 0.0 0.0
H -0.47656 -4.78579 0.09614 0.0 0.0 0.0
H 2.73235 -4.33339 2.85960 0.0 0.0 0.0
H 2.74029 -6.79468 3.26506 0.0 0.0 0.0
```
Forces are in eV/Å.

Orbital gap (spin up / spin down) ... 4.7 / 5.7 eV
Net charge ... -1
2S+1 ... 2

***

[2]
# C29H23BrN6O2RhS2

C29H23BrN6O2RhS2 as an isolated structure (ωB97M-V/def2-TZVPD, the OMol25 dataset).

The geometry in XYZ format:
```
64
Properties=species:S:1:pos:R:3:forces:R:3
Rh 0.13457 0.78615 1.72901 0.2 0.3 0.0
Br 1.80961 3.72126 -9.14609 0.0 0.0 0.0
C 2.54234 3.62229 -7.41182 0.0 0.0 0.0
C 3.63888 2.79985 -7.18005 0.0 0.0 0.0
C 4.17848 2.73057 -5.91257 0.0 0.0 -0.1
C 3.62041 3.47631 -4.86464 0.1 -0.1 0.2
C 2.51661 4.30631 -5.11696 0.0 0.0 0.0
C 1.98217 4.37736 -6.38837 0.0 0.0 0.0
N 4.19138 3.32602 -3.61695 -0.2 0.1 -0.1
N 3.75871 4.05432 -2.63746 0.1 -0.1 0.0
C 3.01640 3.63175 -1.61239 0.0 -0.1 0.0
C 2.76241 4.58038 -0.59776 0.0 0.0 0.0
C 1.99814 4.29606 0.51765 0.0 0.0 0.0
C 1.44880 3.03427 0.69934 0.0 0.0 0.0
O 0.71097 2.70942 1.75409 0.1 0.0 -0.1
C 1.69460 2.04646 -0.29596 -0.1 0.0 0.1
N 1.13470 0.81872 -0.05842 -0.1 0.0 0.0
C 1.30048 -0.16311 -0.92717 0.1 0.0 0.0
C 2.04578 0.00791 -2.09015 0.0 0.0 0.0
C 2.61981 1.23232 -2.35131 0.0 0.0 0.0
C 2.45559 2.30023 -1.45516 0.1 0.0 -0.1
H 4.06570 2.22682 -7.99106 0.0 0.0 0.0
H 5.03882 2.10744 -5.70669 0.0 0.0 0.0
H 2.10058 4.89945 -4.31360 0.0 0.0 0.0
H 1.13611 5.01863 -6.59242 0.0 0.0 0.0
H 3.20088 5.56017 -0.72808 0.0 0.0 0.0
H 1.82226 5.04788 1.27547 0.0 0.0 0.0
H 0.83291 -1.10674 -0.68356 0.0 0.0 0.0
H 2.16716 -0.82068 -2.77191 0.0 0.0 0.0
H 3.20403 1.36850 -3.24741 0.0 0.0 0.0
C -4.86649 -8.91702 -1.38912 0.0 0.0 0.0
C -4.06459 -7.66104 -1.19391 -0.1 0.0 -0.1
O -3.28635 -7.20180 -1.97313 0.0 0.0 0.0
S -4.50676 -6.87305 0.38418 0.0 0.0 0.0
C -3.54894 -5.41328 0.49117 0.0 0.1 0.1
C -2.30198 -5.21471 -0.11833 0.0 0.0 -0.1
C -1.61270 -4.04998 0.11270 0.0 -0.1 -0.1
C -2.13126 -3.05216 0.96426 0.1 0.2 0.1
C -3.38430 -3.26804 1.57995 -0.1 0.0 0.0
C -4.07918 -4.42355 1.33986 0.0 0.0 0.0
C -1.41569 -1.88103 1.21080 -0.2 -0.3 -0.1
C -0.76149 -0.85439 1.44291 0.0 -0.2 0.1
H -4.50237 -9.43695 -2.27120 0.0 0.0 0.0
H -5.91600 -8.65335 -1.52925 0.0 0.0 0.0
H -4.79274 -9.55750 -0.51077 0.0 0.0 0.0
H -1.89205 -5.96824 -0.76905 0.0 0.0 0.0
H -0.64736 -3.88981 -0.34797 0.0 0.0 0.0
H -3.78473 -2.50459 2.23261 0.0 0.0 0.0
H -5.04592 -4.58378 1.79904 0.0 0.0 0.0
C 0.41151 1.59179 7.98055 0.0 0.0 0.0
C -0.08266 0.41033 7.14496 0.0 0.0 0.0
C -0.56768 0.82615 5.79601 0.0 0.0 0.0
N -0.02437 0.48036 4.68819 0.0 -0.2 -0.2
N -0.66684 1.01052 3.59672 -0.2 0.3 0.2
C -1.67387 1.79384 3.89730 0.1 -0.1 0.1
N -2.42646 2.43904 2.98323 -0.1 -0.1 0.0
S -1.94608 1.88130 5.59430 0.0 0.1 0.0
H 0.79128 1.23925 8.93776 0.0 0.0 0.0
H -0.39002 2.30366 8.18331 0.0 0.0 0.0
H 1.21427 2.12119 7.46792 0.0 0.0 0.0
H -0.88636 -0.11215 7.66816 0.0 0.0 0.0
H 0.71857 -0.30828 6.97577 0.0 0.0 0.0
H -2.03249 2.54764 2.06195 0.0 0.1 0.0
H -3.02713 3.18330 3.29154 0.0 0.0 0.0
```
Forces are in eV/Å.

Relative energy (zero: lowest compared OMol25 entry of this formula, charge and spin) ... 0.0 kJ/mol
Orbital gap (spin up / spin down) ... 6.3 / 4.8 eV
Net charge ... +1
2S+1 ... 5

***

[3]
# C29H23Cl2N5O8SSn

C29H23Cl2N5O8SSn as an isolated structure (ωB97M-V/def2-TZVPD, the OMol25 dataset).

The geometry in XYZ format:
```
69
Properties=species:S:1:pos:R:3:forces:R:3
Sn -0.13969 -0.52220 -0.45219 0.1 -0.7 -0.4
C 4.12015 0.64553 -0.65543 0.0 0.0 -0.1
C 3.03931 -0.38109 -0.93046 0.1 0.0 -0.2
O 1.93519 0.08321 -1.35373 -0.2 0.1 0.3
C 3.32314 -1.71605 -0.69995 0.0 0.0 0.1
C 2.37644 -2.78918 -0.69302 0.1 0.0 0.0
C 2.93776 -4.19075 -0.65000 0.0 0.0 0.0
N 1.08898 -2.61273 -0.68551 -0.1 0.0 0.1
N 0.34146 -3.79562 -0.72354 0.1 0.1 -0.2
C -0.92918 -3.56061 -0.54803 0.0 -0.1 0.2
O -1.48608 -2.45754 -0.24477 -0.1 0.1 -0.3
C -1.83025 -4.74742 -0.73702 0.0 0.0 0.1
C -1.42043 -6.04286 -0.43254 0.0 0.0 0.0
C -2.29100 -7.11149 -0.58738 0.0 0.0 0.0
C -3.58074 -6.90128 -1.06208 0.0 0.0 0.0
C -3.98802 -5.61301 -1.38431 0.0 0.0 0.0
C -3.12153 -4.54231 -1.21255 0.0 0.0 0.0
H 4.04252 1.46427 -1.37202 0.0 0.0 0.0
H 5.12309 0.21560 -0.67846 0.0 0.0 0.0
H 3.93230 1.05301 0.34164 0.0 0.0 0.0
H 4.35553 -1.98099 -0.51071 0.0 0.0 0.1
H 4.02687 -4.16592 -0.68062 0.0 0.0 0.0
H 2.55525 -4.76968 -1.49110 0.0 0.0 0.0
H 2.60507 -4.70454 0.25348 0.0 0.0 0.0
H -0.40934 -6.18886 -0.07513 0.0 0.0 0.0
H -1.96414 -8.11475 -0.33673 0.0 0.0 0.0
H -4.26749 -7.73381 -1.16587 0.0 0.0 0.0
H -4.98707 -5.44183 -1.76892 0.0 0.0 0.0
H -3.42580 -3.52890 -1.44235 0.0 0.0 0.1
S -0.38153 -0.16727 -5.23463 0.0 0.0 0.0
C -0.58431 -1.81570 -4.81483 0.0 0.0 0.0
C -0.68469 -1.98665 -3.46862 -0.1 0.0 0.1
C -0.60368 -0.77635 -2.70410 0.3 0.2 0.0
C -0.43780 0.28699 -3.54774 -0.2 0.1 -0.1
C -0.32968 1.69587 -3.15927 0.0 0.0 0.0
C -0.01352 2.72222 -4.05817 0.0 0.0 0.0
C 0.04305 4.02410 -3.60166 0.0 0.0 0.0
C -0.20167 4.28954 -2.26002 0.0 0.0 0.0
C -0.49617 3.21170 -1.43871 0.0 0.0 0.0
N -0.56689 1.96260 -1.87225 0.0 0.0 0.0
H -0.62161 -2.56575 -5.59113 0.0 0.0 0.0
H -0.81932 -2.96407 -3.02388 0.1 0.0 0.0
H 0.18644 2.49093 -5.09660 0.0 0.0 0.0
H 0.28412 4.83020 -4.28555 0.0 0.0 0.0
H -0.15743 5.29296 -1.85813 0.0 0.0 0.0
H -0.69836 3.35106 -0.38050 0.0 0.0 0.0
Cl -3.68916 -0.35954 0.68784 -0.2 0.0 0.0
C -3.14470 -0.46714 2.36823 0.1 0.0 0.0
Cl -2.69779 -2.11994 2.84628 -0.1 0.0 0.0
H -3.96906 -0.16713 3.00354 0.0 0.1 0.0
H -2.26634 0.16811 2.46059 0.0 0.0 0.0
O 1.44052 1.09212 2.51961 -0.1 0.0 0.1
C 0.37047 1.71319 2.52854 0.1 0.0 0.0
O -0.76908 1.41191 2.11760 0.0 0.3 0.3
C 0.46100 3.12948 3.15794 0.0 0.0 -0.1
C 1.49318 3.43869 4.03324 0.1 0.0 0.0
C 1.54757 4.70191 4.59926 0.0 0.0 0.1
C 0.63791 5.69625 4.29856 0.0 0.1 0.0
C -0.36378 5.36348 3.40780 0.0 0.1 0.0
C -0.48315 4.10094 2.85107 0.0 0.0 0.0
N -1.34614 6.40931 3.05528 0.1 -0.1 0.0
O -1.29047 7.46847 3.65534 0.0 0.1 0.0
O -2.15509 6.15909 2.18832 -0.1 0.0 0.0
N 2.62113 5.02070 5.56381 -0.1 0.0 -0.1
O 3.36617 4.12602 5.90081 0.1 -0.1 0.0
O 2.69846 6.16559 5.97327 0.0 0.1 0.0
H 2.24220 2.68902 4.24568 0.0 0.0 0.0
H 0.71291 6.68128 4.72768 0.0 0.0 0.0
H -1.29603 3.84763 2.18483 0.0 0.0 0.0
```
Forces are in eV/Å.

Relative energy (zero: lowest compared OMol25 entry of this formula, charge and spin) ... 0.0 kJ/mol
Orbital gap ... 4.5 eV
Net charge ... -2

***

It is found that the max |F| values, taken in the order of the records, are 3.4; 0.4; 0.8 eV/Å.
It is found that the E_tot values, taken in the order of the records, are -5575.6387; -5078.5008; -3527.4058 Ha.